1.
The following is a quantum chemistry calculation of a molecular structure, C2H2F2Li2O, from the OMol25 dataset.

Each line ends with the Löwdin spin population.
Atoms and positions in Å:
F: 3.65 -0.24 0.19  0.00
O: 0.27 0.51 0.17  0.03
Li: 0.27 2.48 -0.07  0.01
Li: 2.05 -0.35 0.73  0.00
C: -1.25 0.17 0.35  0.47
C: -0.65 -0.79 -0.48  0.36
H: -1.53 -1.26 0.51  0.00
F: -1.95 1.10 -0.26  0.11
H: -0.85 -1.63 -1.14  0.02

The calculation puts the LUMO energy (spin up / spin down) at -6.8 / -7.1 eV. The calculated total energy comes out at -9985.11329 eV. As for the charge: +1. The multiplicity is 2. The frontier orbital gap (spin up / spin down) comes out at 6.2 / 5.8 eV.

***

2.
The following is a quantum chemistry calculation of a molecular structure, CH2ClNO3S, from the OMol25 dataset.

Each line ends with the natural charge from an NBO analysis.
Atoms and positions in Å:
C: -0.68 -1.05 0.75  0.25
N: 0.63 1.39 0.09  -1.10
O: -1.01 -0.74 1.84  -0.46
O: 1.29 -0.79 -1.05  -0.91
O: -0.94 0.03 -1.41  -0.92
S: 0.19 -0.08 -0.58  2.24
Cl: -1.02 -2.45 -0.16  0.04
H: 1.57 1.57 0.56  0.44
H: -0.03 2.13 -0.03  0.42

The calculation puts the LUMO energy at 0.3 eV. The calculated total energy comes out at -32058.14833 eV. As for the charge: 0. The frontier orbital gap comes out at 11.0 eV.

***

3.
The following is a quantum chemistry calculation of 2 unconnected molecules or ions with the total composition C26H32NO2, from the OMol25 dataset.

Each line ends with the natural charge from an NBO analysis.
Atoms and positions in Å:
C: -3.03 -2.88 0.26  -0.39
C: -2.39 -4.17 -0.25  -0.39
C: -0.86 -4.23 -0.12  -0.45
C: -0.14 -2.90 -0.15  0.25
N: 1.21 -2.93 -0.14  -0.42
C: 1.97 -4.16 -0.04  -0.20
C: 3.44 -3.72 -0.03  -0.41
C: 3.46 -2.19 0.06  -0.42
C: 2.00 -1.73 -0.05  -0.19
C: -0.83 -1.70 -0.14  -0.35
C: -2.31 -1.62 -0.26  -0.42
H: -4.09 -2.85 -0.03  0.21
H: -2.99 -2.86 1.36  0.20
H: -2.83 -5.02 0.28  0.22
H: -2.65 -4.30 -1.31  0.20
H: -0.62 -4.76 0.82  0.22
H: -0.49 -4.87 -0.94  0.22
H: 1.71 -4.71 0.89  0.19
H: 1.75 -4.84 -0.88  0.20
H: 3.96 -4.18 0.83  0.22
H: 3.93 -4.07 -0.94  0.22
H: 3.89 -1.86 1.01  0.21
H: 4.06 -1.75 -0.75  0.22
H: 1.87 -1.10 -0.94  0.17
H: 1.73 -1.14 0.84  0.17
H: -0.30 -0.75 -0.05  0.19
H: -2.60 -1.46 -1.32  0.19
H: -2.65 -0.73 0.28  0.20
C: -0.32 4.88 5.45  -0.26
O: 0.74 3.92 5.19  -0.45
C: 0.83 3.44 3.92  0.42
C: 1.63 2.29 3.72  -0.27
C: 1.56 1.60 2.54  -0.10
C: 0.72 2.04 1.46  -0.11
C: 0.67 1.31 0.24  0.07
C: -0.15 1.61 -0.88  -0.18
C: 0.35 1.27 -2.18  -0.12
C: -0.38 1.61 -3.30  -0.02
C: -1.65 2.23 -3.17  0.40
O: -2.29 2.43 -4.35  -0.44
C: -1.39 1.93 -5.42  -0.07
C: -0.11 1.40 -4.75  -0.48
C: -2.19 2.52 -1.90  -0.27
C: -1.46 2.18 -0.79  -0.11
C: 0.04 3.28 1.65  -0.10
C: 0.08 3.96 2.84  -0.32
H: -0.29 5.03 6.53  0.22
H: -0.12 5.83 4.93  0.19
H: -1.30 4.48 5.15  0.19
H: 2.22 1.94 4.56  0.25
H: 2.13 0.67 2.42  0.23
H: 1.50 0.63 0.07  0.23
H: 1.34 0.81 -2.30  0.23
H: -1.92 1.15 -5.96  0.21
H: -1.17 2.78 -6.09  0.21
H: 0.78 1.96 -5.07  0.24
H: 0.06 0.34 -4.98  0.24
H: -3.16 3.01 -1.85  0.25
H: -1.88 2.36 0.21  0.23
H: -0.51 3.72 0.82  0.23
H: -0.53 4.86 2.97  0.24

The calculation puts the LUMO energy at -5.0 eV. The calculated total energy comes out at -33058.55336 eV. As for the charge: +1. The frontier orbital gap comes out at 4.4 eV.

***

4.
The following is a quantum chemistry calculation of a molecular structure, C10H8F18InN3O14S7, from the OMol25 dataset.

Each line ends with the natural charge from an NBO analysis.
Atoms and positions in Å:
In: -17.26 21.10 28.05  1.87
C: -20.97 19.26 29.98  0.78
F: -20.62 19.18 31.25  -0.29
F: -21.99 18.46 29.78  -0.28
F: -21.28 20.51 29.68  -0.29
S: -19.56 18.69 28.86  2.19
O: -19.75 17.36 28.43  -0.85
O: -19.53 19.66 27.78  -0.98
N: -18.13 19.06 29.65  -1.19
S: -17.80 17.95 30.81  2.20
O: -17.25 18.52 32.00  -0.88
O: -18.87 17.04 31.11  -0.88
C: -16.50 16.87 30.01  0.74
F: -16.78 16.82 28.70  -0.32
F: -15.29 17.34 30.16  -0.29
F: -16.58 15.62 30.46  -0.29
C: -13.78 22.13 30.63  0.77
F: -14.82 22.70 31.21  -0.29
F: -13.40 22.84 29.58  -0.30
F: -12.76 22.02 31.46  -0.28
S: -14.21 20.35 30.10  2.14
O: -13.11 19.51 30.41  -0.83
O: -15.47 20.00 30.69  -0.93
N: -14.68 20.48 28.41  -1.15
S: -13.29 20.53 27.60  2.17
O: -13.39 21.52 26.56  -0.91
O: -12.02 20.56 28.25  -0.85
C: -13.30 18.87 26.71  0.76
F: -14.14 18.99 25.68  -0.31
F: -12.08 18.68 26.23  -0.30
F: -13.64 17.88 27.50  -0.29
C: -17.86 23.54 24.16  0.79
F: -18.92 24.17 24.61  -0.29
F: -17.92 23.50 22.84  -0.28
F: -16.73 24.18 24.46  -0.30
S: -17.63 21.77 24.88  2.17
O: -17.56 20.92 23.74  -0.88
O: -16.45 21.82 25.75  -0.94
N: -18.84 21.52 25.95  -1.21
S: -20.16 21.18 25.02  2.20
O: -20.23 21.93 23.81  -0.89
O: -20.47 19.80 25.06  -0.89
C: -21.56 21.99 26.06  0.75
F: -21.93 21.07 26.94  -0.31
F: -21.30 23.14 26.66  -0.30
F: -22.56 22.19 25.21  -0.30
C: -18.57 16.61 24.12  -0.40
C: -17.83 17.67 23.31  -0.41
C: -16.50 18.02 23.94  -0.65
S: -16.71 17.63 25.71  2.15
O: -16.76 18.83 26.55  -1.03
O: -15.81 16.57 26.08  -0.91
C: -18.44 17.01 25.59  -0.65
H: -18.05 15.66 23.96  0.21
H: -19.61 16.50 23.83  0.24
H: -18.42 18.59 23.33  0.22
H: -17.73 17.30 22.29  0.23
H: -16.33 19.10 23.92  0.27
H: -15.64 17.49 23.55  0.26
H: -19.04 17.92 25.70  0.25
H: -18.74 16.36 26.40  0.27

The calculation puts the LUMO energy at -6.6 eV. The calculated total energy comes out at -173560.42058 eV. As for the charge: 0. The frontier orbital gap comes out at 4.3 eV.

***

5.
The following is a quantum chemistry calculation of a gas-phase ion, C8H13N6 (charge +1), from the OMol25 dataset.

Each line ends with the natural charge from an NBO analysis.
Atoms and positions in Å:
N: 1.87 -0.08 1.14  -0.81
C: 0.68 -0.26 0.31  0.06
C: 0.68 -1.45 -0.69  -0.24
N: -0.39 -1.18 -1.64  -0.76
C: 0.52 0.99 -0.50  0.10
C: 1.06 1.24 -1.80  -0.42
C: 0.70 2.53 -2.19  -0.03
N: 0.00 3.00 -1.15  -0.23
N: -0.05 2.15 -0.18  -0.29
C: -0.53 -0.48 1.23  0.12
C: -1.89 -0.38 0.99  -0.40
C: -2.43 -0.77 2.24  -0.03
N: -1.52 -1.02 3.13  -0.22
N: -0.34 -0.87 2.53  -0.32
H: 2.35 -0.90 1.41  0.38
H: 2.38 0.65 0.87  0.39
H: 0.49 -2.36 -0.15  0.24
H: 1.66 -1.48 -1.13  0.24
H: -0.64 -1.98 -2.31  0.46
H: -0.14 -0.15 -2.06  0.48
H: -1.23 -1.14 -0.99  0.45
H: 1.76 0.62 -2.22  0.23
H: 0.93 3.07 -3.22  0.27
H: -0.55 2.46 0.72  0.46
H: -2.31 -0.05 0.09  0.22
H: -3.52 -0.94 2.64  0.25
H: 0.47 -1.23 2.92  0.42

The calculation puts the LUMO energy at -3.1 eV. The calculated total energy comes out at -17438.33647 eV. As for the charge: +1. The frontier orbital gap comes out at 10.0 eV.

***

6.
The following is a quantum chemistry calculation of C10H14N2S in the gas phase, from the OMol25 dataset.

Each line ends with the natural charge from an NBO analysis.
Atoms and positions in Å:
H: 1.01 1.26 -0.57  0.35
N: 0.16 1.66 -1.04  -0.74
C: -0.90 1.02 -0.73  0.31
N: -1.04 -0.14 0.03  -0.64
C: 0.02 -0.91 0.53  0.13
C: 1.11 -1.26 -0.27  -0.24
C: 2.13 -2.04 0.24  -0.19
C: 2.08 -2.53 1.55  -0.04
C: 3.22 -3.37 2.10  -0.62
C: 0.99 -2.20 2.33  -0.20
C: -0.04 -1.40 1.84  -0.19
S: -2.49 1.58 -1.31  0.21
C: -2.05 3.24 -1.88  -0.51
C: -3.29 3.91 -2.50  -0.62
H: -1.93 -0.29 0.46  0.40
H: 1.13 -0.92 -1.31  0.23
H: 2.98 -2.32 -0.41  0.21
H: 2.88 -4.00 2.92  0.22
H: 4.00 -2.73 2.50  0.22
H: 3.69 -4.01 1.31  0.22
H: 0.90 -2.59 3.36  0.21
H: -0.88 -1.13 2.46  0.21
H: -1.27 3.14 -2.62  0.23
H: -1.66 3.80 -1.05  0.22
H: -4.08 4.00 -1.74  0.21
H: -3.66 3.34 -3.36  0.21
H: -3.01 4.91 -2.84  0.22

The calculation puts the LUMO energy at 0.8 eV. The calculated total energy comes out at -24412.81832 eV. As for the charge: 0. The frontier orbital gap comes out at 9.2 eV.

***

How do the records compare in energy relative to the best compared isomer or geometry (same formula, charge and spin)? In the order shown, they have 5.376, 1.397, 0.000, 0.000, 3.134, 0.566 eV.